1.
75
Properties=species:S:1:pos:R:3:mulliken_spin:R:1 method="wB97M-V/def2-TZVPD" charge=+1 spin_multiplicity=5 homo_lumo_gap_ev="7.9 / 8.0" total_energy_ha=-3720.72133 homo_energy_ev="-10.98 / -10.93"
Pm 0.72 -0.36 1.08 4.07
C 0.88 2.77 3.29 0.00
O 0.95 2.05 2.07 0.00
Si 0.94 2.89 0.56 0.00
C -0.80 3.65 0.38 0.00
C 2.16 4.36 0.62 0.00
C 1.35 1.40 -0.52 -0.04
Si 3.21 0.94 -0.47 0.00
C 4.42 2.10 -1.37 0.00
C 3.44 -0.86 -1.12 0.00
C 3.70 0.79 1.40 0.00
Si 0.56 1.46 -2.24 0.00
C -1.31 1.12 -1.95 0.00
C 1.13 -0.02 -3.30 0.00
C 0.84 3.11 -3.17 0.00
H -0.08 3.30 3.36 0.00
H 1.69 3.50 3.36 0.00
H 0.96 2.07 4.12 0.00
H -1.00 4.39 1.15 0.00
H -1.59 2.91 0.43 0.00
H -0.90 4.16 -0.57 0.00
H 1.79 5.16 1.26 0.00
H 2.28 4.78 -0.37 0.00
H 3.14 4.07 0.97 0.00
H 4.26 2.07 -2.44 0.00
H 5.45 1.81 -1.19 0.00
H 4.31 3.13 -1.05 0.00
H 3.87 -0.88 -2.12 0.00
H 2.49 -1.41 -1.17 0.00
H 4.10 -1.42 -0.47 0.00
H 3.69 1.76 1.90 0.00
H 4.71 0.40 1.49 0.00
H 3.04 0.10 1.97 0.00
H -1.43 0.51 -1.04 0.00
H -1.76 0.59 -2.77 0.00
H -1.87 2.04 -1.81 0.00
H 0.91 -0.96 -2.80 0.00
H 2.19 0.01 -3.50 0.00
H 0.62 -0.04 -4.26 0.00
H 0.28 3.91 -2.71 0.00
H 0.53 3.05 -4.21 0.00
H 1.88 3.39 -3.14 0.00
O 0.38 -6.96 0.76 0.00
C 0.33 -5.85 1.49 0.00
O 0.76 -5.78 2.60 0.00
C -0.32 -4.67 0.85 0.00
C -1.33 -4.60 -0.12 0.00
Cl -2.16 -5.87 -0.89 0.00
N -1.62 -3.29 -0.32 0.00
N -0.83 -2.52 0.45 0.00
C -0.06 -3.33 1.17 0.00
C 1.00 -2.53 1.88 -0.01
O 1.99 -2.28 1.16 0.00
O 0.68 -1.83 2.85 0.00
C -2.62 -2.68 -1.10 0.00
C -2.96 -3.13 -2.37 0.00
C -3.95 -2.48 -3.08 0.00
C -4.58 -1.36 -2.55 0.00
C -4.22 -0.90 -1.30 0.00
C -3.25 -1.56 -0.57 0.00
H 0.01 -6.88 -0.13 0.00
H -2.44 -3.97 -2.80 0.00
H -4.23 -2.84 -4.06 0.00
H -5.34 -0.85 -3.12 0.00
H -4.69 -0.02 -0.88 0.00
H -2.97 -1.21 0.42 0.00
C -3.04 1.09 2.67 0.00
S -1.47 0.30 3.16 0.00
C -2.13 -1.17 3.99 0.00
H -3.69 0.36 2.21 0.00
H -2.80 1.88 1.96 0.00
H -3.51 1.51 3.55 0.00
H -2.74 -0.84 4.83 0.00
H -1.27 -1.74 4.35 0.00
H -2.72 -1.76 3.30 0.00



2.
24
Properties=species:S:1:pos:R:3:mulliken_spin:R:1 method="wB97M-V/def2-TZVPD" charge=0 spin_multiplicity=3 homo_lumo_gap_ev="10.8 / 7.2" total_energy_ha=-1511.96925 homo_energy_ev="-10.07 / -9.48"
C -0.83 1.62 -0.86 0.00
C -2.81 0.77 0.43 0.00
C 1.22 -1.53 -0.86 0.00
C 2.17 -1.18 1.46 0.00
C -1.50 0.40 -0.25 0.00
C 1.30 -0.62 0.35 0.00
O -0.30 0.62 2.26 0.00
P -0.37 -0.24 1.08 0.00
S -2.12 -4.88 2.48 1.98
Cl -1.13 -2.03 1.56 0.00
H -1.53 2.18 -1.47 0.00
H -0.46 2.27 -0.07 0.00
H 0.01 1.33 -1.50 0.00
H -3.24 -0.09 0.96 0.00
H -3.54 1.12 -0.30 0.00
H -2.64 1.56 1.16 0.00
H 2.23 -1.75 -1.22 0.00
H 0.75 -2.48 -0.59 0.00
H 0.66 -1.08 -1.67 0.00
H 2.09 -0.57 2.35 0.00
H 3.21 -1.21 1.14 0.00
H 1.86 -2.20 1.71 0.00
H -1.67 -0.38 -0.99 0.00
H 1.69 0.37 0.06 0.00



3.
24
Properties=species:S:1:pos:R:3:nbo_charge:R:1 method="wB97M-V/def2-TZVPD" charge=0 homo_lumo_gap_ev=10.1 total_energy_ha=-667.36519 homo_energy_ev=-9.27
O -1.25 -2.73 -0.01 -0.54
N -0.48 -2.02 0.83 -0.09
C -0.63 -0.77 0.98 0.15
N -1.61 0.04 0.41 -0.23
C -1.88 1.34 0.67 0.19
N -2.92 1.74 -0.01 -0.46
C -3.29 0.63 -0.70 0.16
N -2.53 -0.41 -0.47 -0.33
H -1.93 -2.17 -0.44 0.48
H 0.00 -0.28 1.69 0.22
H -1.30 1.94 1.34 0.23
H -4.13 0.61 -1.36 0.21
C 1.08 -0.47 -1.45 -0.38
C 1.70 0.04 -0.40 -0.03
C 2.70 -0.70 0.43 -0.65
C 1.54 1.50 -0.06 0.02
F 1.24 1.68 1.28 -0.38
H 0.39 0.11 -2.05 0.20
H 1.22 -1.49 -1.74 0.21
H 2.71 -1.75 0.17 0.23
H 3.69 -0.28 0.27 0.22
H 2.46 -0.60 1.49 0.22
H 0.72 1.97 -0.63 0.17
H 2.47 2.06 -0.23 0.18



4.
54
Properties=species:S:1:pos:R:3:mulliken_spin:R:1 method="wB97M-V/def2-TZVPD" charge=+1 spin_multiplicity=5 homo_lumo_gap_ev="8.3 / 8.9" total_energy_ha=-5604.14068 homo_energy_ev="-12.00 / -12.00"
Mn 0.68 -0.48 -0.08 3.94
C -2.95 0.76 -4.04 0.00
N -2.39 0.08 -2.88 0.00
C -2.98 -0.93 -2.18 0.00
C -2.13 -1.28 -1.18 0.01
N -1.01 -0.49 -1.27 -0.02
C -1.19 0.33 -2.31 0.00
P 0.02 1.56 -2.88 0.00
C 0.34 2.35 -1.26 -0.01
N 0.66 1.70 -0.16 0.04
C 0.76 2.61 0.84 0.01
C 0.49 3.85 0.33 0.00
N 0.22 3.68 -1.00 0.00
C -0.15 4.73 -1.94 0.00
C 1.45 0.43 -2.84 0.00
N 1.76 -0.38 -1.83 -0.04
C 2.89 -1.07 -2.18 0.02
C 3.27 -0.66 -3.42 0.00
N 2.36 0.28 -3.82 0.01
C 2.38 0.99 -5.09 0.00
H -3.95 0.38 -4.20 0.00
H -3.01 1.83 -3.86 0.00
H -2.35 0.57 -4.92 0.00
H -3.96 -1.31 -2.44 0.00
H -2.23 -2.01 -0.39 0.00
H 0.99 2.33 1.85 0.00
H 0.46 4.82 0.79 0.00
H 0.01 5.69 -1.46 0.00
H 0.46 4.67 -2.83 0.00
H -1.20 4.64 -2.21 0.00
H 3.34 -1.80 -1.53 0.00
H 4.09 -0.96 -4.04 0.00
H 3.24 0.65 -5.66 0.00
H 1.47 0.79 -5.66 0.00
H 2.47 2.07 -4.93 0.00
O -1.54 -0.98 3.75 0.00
As -0.90 -1.79 2.34 0.01
O -2.08 -2.60 1.58 0.01
O -0.24 -0.44 1.48 0.00
C 0.58 -2.74 3.15 0.01
C 0.43 -3.08 4.48 0.00
C 1.43 -3.80 5.14 0.00
C 2.57 -4.18 4.46 0.00
C 2.73 -3.85 3.12 0.00
C 1.74 -3.13 2.47 0.00
S 2.01 -2.70 0.79 -0.03
O 2.32 -1.22 0.78 0.01
O 3.08 -3.49 0.27 0.01
O 0.71 -2.79 0.10 0.04
H -2.51 -1.06 3.72 0.00
H -0.45 -2.78 5.02 0.00
H 1.30 -4.06 6.18 0.00
H 3.34 -4.75 4.96 0.00
H 3.61 -4.14 2.57 0.00



5.
46
Properties=species:S:1:pos:R:3:nbo_charge:R:1 method="wB97M-V/def2-TZVPD" charge=+2 homo_lumo_gap_ev="5.2 / 5.2" total_energy_ha=-1687.12086 homo_energy_ev="-14.94 / -14.94"
H -2.63 -2.41 -0.05 0.25
N -2.28 -0.29 -0.05 -0.52
B -2.32 2.24 0.26 0.53
N -3.01 0.82 0.26 -0.29
C -4.27 0.41 0.51 0.08
Sn -0.15 -0.35 0.05 1.86
H -5.06 1.12 0.74 0.27
C -4.31 -0.98 0.42 -0.30
H -5.15 -1.62 0.61 0.27
C -3.03 -1.41 0.08 0.00
H -3.12 3.08 0.46 0.00
C 2.57 0.38 -1.67 -0.81
H 3.61 0.06 -1.50 0.26
H 1.99 0.54 -0.74 0.14
H 2.56 1.31 -2.22 0.25
N -1.74 2.49 -1.18 -0.34
N -1.14 2.33 1.31 -0.29
N -0.79 1.65 -1.71 -0.37
N -0.10 1.44 1.32 -0.51
C -2.09 3.44 -2.06 0.03
C -0.91 3.23 2.29 0.07
H -2.84 4.16 -1.78 0.25
H -1.63 4.02 2.46 0.26
C -1.32 3.24 -3.21 -0.32
C 0.29 2.92 2.91 -0.30
C -0.52 2.13 -2.94 0.00
C 0.81 1.80 2.26 0.00
H -1.37 3.83 -4.10 0.26
H 0.72 3.44 3.75 0.27
H 0.23 1.67 -3.57 0.23
H 1.75 1.28 2.43 0.24
H 2.07 -0.35 -2.30 0.22
Cl -0.11 -3.77 -0.89 0.08
C 1.48 -3.63 -0.23 0.00
C 2.51 -4.39 -0.80 -0.22
C 3.82 -4.22 -0.37 -0.10
C 4.09 -3.27 0.62 -0.20
C 3.06 -2.57 1.24 -0.15
C 1.71 -2.77 0.88 -0.16
C 0.62 -2.01 1.57 -0.50
H 2.28 -5.13 -1.55 0.26
H 4.64 -4.77 -0.83 0.26
H 5.12 -3.12 0.94 0.25
H 3.28 -1.89 2.07 0.23
H -0.26 -2.60 1.85 0.27
H 0.96 -1.48 2.47 0.26



6.
12
Properties=species:S:1:pos:R:3:nbo_charge:R:1 method="wB97M-V/def2-TZVPD" charge=0 smiles="C[C@@H](O)OC=O" e_above_lowest_kcal_mol=44.5 homo_lumo_gap_ev=11.4 total_energy_ha=-343.58368 homo_energy_ev=-10.70
C -0.21 1.23 0.09 -0.71
C 0.74 -0.13 -0.28 0.40
O 1.61 -0.26 0.78 -0.71
O 0.03 -1.29 -0.48 -0.55
C -1.34 -1.35 -0.06 0.65
O -1.95 -2.35 0.02 -0.52
H -0.89 1.35 0.93 0.22
H 0.49 2.02 0.33 0.23
H -0.68 1.48 -0.87 0.21
H 1.24 0.11 -1.23 0.15
H 2.47 -0.56 0.45 0.48
H -1.51 -0.25 0.33 0.13



7.
15
Properties=species:S:1:pos:R:3:nbo_charge:R:1 method="wB97M-V/def2-TZVPD" charge=0 e_above_lowest_kcal_mol=105.4 homo_lumo_gap_ev=9.2 total_energy_ha=-304.66758 homo_energy_ev=-9.06
C 1.47 0.50 0.69 -0.62
C 0.11 -0.06 0.29 -0.01
C -1.06 0.77 0.78 -0.63
N 0.15 -0.26 -1.19 -0.60
C 0.11 -1.55 0.32 -0.11
C -0.76 -0.85 -1.99 0.41
N -1.48 -1.40 -2.71 -0.34
H 1.56 0.43 1.78 0.23
H 1.59 1.55 0.40 0.21
H 2.26 -0.11 0.26 0.23
H -0.89 1.84 0.61 0.22
H -2.00 0.47 0.31 0.23
H -1.16 0.62 1.86 0.23
H 1.05 -0.10 -1.63 0.43
H -0.96 -1.83 0.21 0.11



8.
18
Properties=species:S:1:pos:R:3:nbo_charge:R:1 method="wB97M-V/def2-TZVPD" charge=0 smiles="N#C[C@@H]1CC[C@@H]1C=O.O" e_above_lowest_kcal_mol=42.2 homo_lumo_gap_ev=10.6 total_energy_ha=-439.20906 homo_energy_ev=-10.13
N -2.79 1.05 0.49 -0.31
C -2.00 0.20 0.41 0.27
C -0.94 -0.80 0.19 -0.32
C 0.48 -0.31 0.60 -0.38
C 0.81 -0.03 -0.88 -0.40
C -0.41 -0.89 -1.27 -0.30
C -1.31 -0.47 -2.39 0.44
O -1.02 0.36 -3.22 -0.50
H -1.27 -1.74 0.64 0.25
H 1.06 -1.14 1.01 0.21
H 0.52 0.57 1.26 0.23
H 1.79 -0.36 -1.25 0.22
H 0.66 1.02 -1.15 0.23
H -0.13 -1.94 -1.47 0.24
H -2.28 -1.01 -2.44 0.12
O 2.44 2.00 2.86 -0.94
H 2.38 1.05 2.99 0.47
H 2.02 2.43 3.64 0.48